# 1
The following is a DFT calculation (ωB97M-V/def2-TZVPD) of 3 unconnected molecules or ions with the total composition C47H38F2O7Si.

- Molar mass: 780.90 g mol⁻¹
- SMILES string: CCOC1=CC(=O)C(C(F)(F)CC[Si](C)(C)c2ccccc2)=CC1=O.O=C1c2ccccc2C(=O)c2ccccc21.O=C1c2ccccc2C(=O)c2ccccc21
- Max |F|: 1.2 eV/A
- Highest occupied orbital energy: -0.3452 Eh
- Total charge: 0

```
95
Properties=species:S:1:pos:R:3:lowdin_charge:R:1
C 2.236 -8.535 -0.221 -0.07
C 2.640 -7.348 0.637 -0.21
O 3.321 -6.370 -0.171 -0.02
C 2.669 -5.219 -0.432 -0.20
C 3.316 -4.058 -0.301 0.11
C 2.696 -2.762 -0.613 -0.32
O 3.174 -1.750 -0.165 0.12
C 1.484 -2.775 -1.497 -0.03
C 1.081 -1.493 -2.179 -0.47
F 1.967 -1.321 -3.225 0.08
F 1.275 -0.431 -1.357 0.07
C -0.319 -1.418 -2.758 -0.13
C -1.390 -0.797 -1.835 -0.21
Si -2.170 -1.937 -0.548 0.60
C -0.992 -2.483 0.827 -0.14
C -3.522 -0.924 0.304 -0.17
C -3.054 -3.409 -1.324 -0.25
C -3.616 -4.342 -0.442 -0.10
C -4.327 -5.449 -0.896 -0.08
C -4.486 -5.627 -2.269 -0.09
C -3.915 -4.726 -3.160 -0.09
C -3.203 -3.619 -2.698 -0.10
C 0.850 -3.932 -1.632 0.09
C 1.257 -5.165 -0.909 -0.28
O 0.427 -6.015 -0.723 0.14
H 1.894 -9.368 0.388 0.08
H 3.098 -8.830 -0.818 0.08
H 1.436 -8.277 -0.908 0.06
H 3.302 -7.714 1.417 0.12
H 1.751 -6.926 1.097 0.12
H 4.337 -4.034 0.047 0.14
H -0.235 -0.783 -3.639 0.13
H -0.683 -2.376 -3.114 0.09
H -2.207 -0.485 -2.487 0.09
H -1.054 0.106 -1.326 0.07
H 0.041 -2.184 0.676 0.01
H -1.316 -2.005 1.752 0.03
H -1.061 -3.553 1.015 0.03
H -3.919 -1.496 1.140 0.03
H -3.132 0.036 0.633 0.03
H -4.317 -0.780 -0.426 0.03
H -3.516 -4.201 0.628 0.10
H -4.762 -6.156 -0.207 0.10
H -5.060 -6.473 -2.620 0.10
H -4.033 -4.856 -4.226 0.10
H -2.776 -2.921 -3.405 0.09
H -0.019 -4.049 -2.262 0.13
C -2.066 7.117 -1.658 -0.06
C -1.220 8.071 -2.214 -0.06
C 0.002 7.692 -2.745 0.00
C 0.388 6.358 -2.712 -0.08
C -0.453 5.404 -2.134 -0.08
C -1.684 5.788 -1.617 0.00
C -0.041 3.975 -2.048 -0.27
O -0.774 3.143 -1.552 0.10
C 1.297 3.597 -2.580 -0.08
C 1.718 2.280 -2.458 -0.01
C 2.955 1.901 -2.954 -0.04
C 3.768 2.838 -3.584 -0.05
C 3.353 4.155 -3.706 0.00
C 2.120 4.542 -3.197 -0.08
C 1.700 5.967 -3.304 -0.28
O 2.405 6.788 -3.851 0.11
H -3.023 7.415 -1.251 0.11
H -1.516 9.112 -2.234 0.11
H 0.661 8.429 -3.183 0.12
H -2.335 5.043 -1.181 0.12
H 1.081 1.566 -1.970 0.09
H 3.285 0.877 -2.851 0.10
H 4.731 2.540 -3.977 0.11
H 3.985 4.886 -4.190 0.12
C -1.363 3.292 7.787 -0.06
C -0.899 4.547 7.407 -0.06
C -0.263 4.714 6.189 0.00
C -0.078 3.623 5.348 -0.08
C -0.525 2.360 5.739 -0.08
C -1.177 2.201 6.956 0.00
C -0.299 1.167 4.874 -0.28
O -0.695 0.070 5.211 0.10
C 0.429 1.359 3.590 -0.08
C 0.698 0.254 2.792 0.00
C 1.362 0.414 1.587 -0.04
C 1.753 1.682 1.170 -0.03
C 1.493 2.787 1.963 0.01
C 0.838 2.630 3.178 -0.08
C 0.594 3.825 4.032 -0.28
O 0.934 4.933 3.673 0.10
H -1.868 3.166 8.736 0.11
H -1.036 5.397 8.064 0.11
H 0.096 5.688 5.887 0.12
H -1.532 1.222 7.248 0.12
H 0.389 -0.729 3.119 0.11
H 1.577 -0.441 0.967 0.07
H 2.265 1.805 0.224 0.10
H 1.799 3.774 1.644 0.12
```

# 2
The following is a DFT calculation (ωB97M-V/def2-TZVPD) of a molecular structure, C47H38F9N2O2P2Pd.

- Molar mass: 1002.18 g mol⁻¹
- Max |F|: 0.7 eV/A
- Expectation value of S²: 6.041
- Highest occupied orbital energy (spin up / spin down): -0.5862 / -0.6084 Eh
- Total charge: +3
- Multiplicity: 5

```
101
Properties=species:S:1:pos:R:3:lowdin_charge:R:1
Pd 0.213 0.773 0.781 0.84
C 5.608 -0.595 4.954 0.02
C 4.588 0.382 4.326 -0.40
C 4.900 1.835 4.806 0.03
C 4.696 0.360 2.819 -0.06
C 5.914 0.496 2.155 0.03
C 5.979 0.459 0.776 0.02
C 4.820 0.278 -0.002 -0.01
C 3.594 0.153 0.603 -0.24
P 2.103 -0.180 -0.410 1.09
C 2.431 0.431 -2.051 -0.38
C 2.046 1.724 -2.410 -0.09
C 2.369 2.211 -3.664 -0.04
C 3.070 1.413 -4.558 -0.02
C 3.446 0.121 -4.208 -0.03
C 3.124 -0.382 -2.958 -0.08
C 1.938 -1.949 -0.463 -0.36
C 2.591 -2.776 0.460 -0.07
C 2.454 -4.150 0.366 -0.04
C 1.665 -4.700 -0.639 -0.02
C 1.013 -3.881 -1.555 -0.03
C 1.139 -2.507 -1.470 -0.09
C 3.567 0.230 2.009 -0.18
O 2.334 0.163 2.569 0.05
C 2.105 0.033 3.871 -0.15
C 0.750 -0.138 4.237 -0.23
C 0.494 -0.372 5.560 -0.01
C 1.553 -0.404 6.496 0.05
C 2.867 -0.175 6.111 0.04
C 3.189 0.053 4.783 -0.04
P -0.654 0.075 3.065 1.15
C -1.634 -1.384 3.181 -0.36
C -1.006 -2.596 3.519 -0.08
C -1.759 -3.748 3.622 -0.04
C -3.130 -3.705 3.370 -0.01
C -3.742 -2.518 2.985 -0.03
C -2.999 -1.361 2.863 -0.10
C -1.426 1.562 3.712 -0.35
C -2.722 1.603 4.234 -0.05
C -3.227 2.796 4.726 -0.03
C -2.456 3.949 4.699 -0.03
C -1.157 3.910 4.200 -0.05
C -0.646 2.724 3.707 -0.12
H 6.616 -0.359 4.619 0.09
H 5.386 -1.629 4.690 0.11
H 5.606 -0.502 6.039 0.10
H 5.915 2.103 4.511 0.10
H 4.829 1.885 5.893 0.10
H 4.208 2.561 4.376 0.10
H 6.824 0.637 2.722 0.14
H 6.937 0.559 0.282 0.14
H 4.902 0.231 -1.081 0.12
H 1.475 2.337 -1.727 0.08
H 2.065 3.209 -3.951 0.12
H 3.318 1.795 -5.540 0.13
H 3.982 -0.500 -4.913 0.13
H 3.406 -1.394 -2.697 0.12
H 3.233 -2.356 1.226 0.10
H 2.977 -4.796 1.059 0.12
H 1.565 -5.775 -0.714 0.13
H 0.409 -4.318 -2.340 0.13
H 0.638 -1.873 -2.189 0.11
H -0.525 -0.519 5.899 0.14
H 1.330 -0.594 7.539 0.14
H 3.643 -0.172 6.865 0.14
H 0.059 -2.637 3.713 0.11
H -1.287 -4.681 3.902 0.12
H -3.718 -4.610 3.452 0.13
H -4.801 -2.500 2.762 0.13
H -3.465 -0.463 2.484 0.10
H -3.328 0.714 4.301 0.10
H -4.225 2.819 5.146 0.13
H -2.862 4.877 5.082 0.13
H -0.545 4.802 4.205 0.12
H 0.368 2.706 3.328 0.09
C -1.280 5.983 -0.071 0.04
N -0.360 4.871 0.237 -0.08
C 1.018 4.924 0.210 -0.02
C 1.454 3.674 0.497 -0.13
N 0.348 2.862 0.700 -0.08
C -0.724 3.620 0.527 -0.14
H -0.745 6.919 0.052 0.10
H -2.119 5.959 0.619 0.10
H -1.639 5.900 -1.093 0.11
H 1.556 5.834 -0.003 0.14
H 2.467 3.321 0.602 0.11
H -1.746 3.289 0.623 0.14
F -4.033 2.099 -1.008 0.19
C -3.975 0.837 -0.583 -0.56
F -4.443 0.816 0.668 0.17
F -4.763 0.091 -1.346 0.21
C -2.503 0.312 -0.615 -0.26
O -1.839 0.892 0.445 -0.22
C -2.512 -1.244 -0.473 -0.54
F -2.641 -1.881 -1.627 0.21
F -1.335 -1.617 0.079 0.11
F -3.469 -1.652 0.354 0.18
C -1.854 0.711 -1.974 -0.56
F -0.655 0.095 -2.067 0.12
F -1.621 2.021 -2.024 0.18
F -2.572 0.359 -3.022 0.22
```

# 3
The following is a DFT calculation (ωB97M-V/def2-TZVPD) of a molecular structure, C47H39F2MnN6S4.

- Molar mass: 909.07 g mol⁻¹
- Max |F|: 4.5 eV/A
- Expectation value of S²: 0.765
- Highest occupied orbital energy (spin up / spin down): -0.3312 / -0.3153 Eh
- Total charge: +1
- Multiplicity: 2

```
99
Properties=species:S:1:pos:R:3:lowdin_charge:R:1
Mn -0.290 -0.243 -0.100 0.49
N 1.540 -0.161 -0.434 -0.33
S 2.956 0.249 -0.256 0.80
N 3.316 1.745 -0.770 -0.35
S 3.024 3.065 0.050 0.93
N 1.706 3.206 0.899 -0.35
S 0.183 2.898 0.412 0.83
N -0.306 1.502 0.608 -0.33
C 0.153 3.428 -1.328 -0.28
C -0.090 4.733 -1.731 -0.07
C -0.035 5.032 -3.083 -0.06
C 0.252 4.044 -4.009 -0.06
C 0.474 2.738 -3.596 -0.05
C 0.418 2.428 -2.250 -0.08
C -0.800 4.012 1.419 -0.29
C -1.924 3.466 2.023 -0.05
C -2.772 4.290 2.741 -0.05
C -2.502 5.648 2.841 -0.06
C -1.358 6.176 2.261 -0.06
C -0.491 5.357 1.559 -0.09
C 3.119 4.322 -1.174 -0.31
C 2.788 5.634 -0.817 -0.07
C 2.890 6.634 -1.758 -0.06
C 3.337 6.344 -3.044 -0.04
C 3.686 5.040 -3.385 -0.05
C 3.583 4.027 -2.459 -0.05
C 4.283 3.236 1.270 -0.31
C 5.598 2.985 0.873 -0.08
C 6.612 3.077 1.802 -0.06
C 6.323 3.424 3.119 -0.05
C 5.014 3.703 3.495 -0.05
C 3.989 3.619 2.577 -0.04
C 3.527 0.135 1.454 -0.31
C 2.524 0.098 2.408 -0.06
C 2.868 0.147 3.747 -0.05
C 4.206 0.198 4.114 -0.06
C 5.200 0.197 3.149 -0.07
C 4.867 0.178 1.805 -0.09
C 3.941 -0.803 -1.326 -0.29
C 3.772 -0.676 -2.699 -0.07
C 4.315 -1.630 -3.541 -0.06
C 5.022 -2.699 -3.011 -0.06
C 5.183 -2.819 -1.638 -0.06
C 4.624 -1.881 -0.789 -0.07
H -0.329 5.497 -1.008 0.10
H -0.214 6.044 -3.413 0.11
H 0.290 4.286 -5.059 0.11
H 0.687 1.967 -4.320 0.11
H 0.590 1.411 -1.902 0.07
H -2.108 2.406 1.920 0.10
H -3.649 3.877 3.215 0.11
H -3.183 6.294 3.373 0.11
H -1.146 7.230 2.350 0.11
H 0.421 5.746 1.136 0.09
H 2.477 5.836 0.196 0.11
H 2.632 7.650 -1.500 0.12
H 3.428 7.133 -3.771 0.11
H 4.041 4.826 -4.383 0.12
H 3.844 3.007 -2.688 0.10
H 5.791 2.713 -0.154 0.12
H 7.630 2.873 1.505 0.12
H 7.117 3.481 3.846 0.12
H 4.795 3.980 4.515 0.12
H 2.965 3.811 2.850 0.11
H 1.485 0.041 2.079 0.09
H 2.096 0.153 4.498 0.11
H 4.473 0.229 5.158 0.11
H 6.238 0.224 3.442 0.12
H 5.635 0.201 1.048 0.12
H 3.200 0.154 -3.083 0.10
H 4.177 -1.553 -4.609 0.11
H 5.440 -3.445 -3.668 0.11
H 5.733 -3.651 -1.226 0.11
H 4.696 -1.994 0.282 0.11
F -1.658 -0.214 -1.778 -0.12
C -2.222 -0.271 -0.462 -0.38
F -2.860 -1.475 -0.427 -0.06
H -3.006 0.505 -0.460 0.09
S 0.143 -6.880 0.052 0.99
C 0.000 -5.109 0.088 -0.50
C 0.483 -4.350 -0.981 -0.06
C 0.386 -2.980 -0.924 -0.10
N -0.170 -2.318 0.111 -0.02
C -0.653 -3.058 1.128 -0.09
C -0.586 -4.432 1.160 -0.06
C 1.425 -6.984 1.318 -0.51
C 2.753 -6.993 0.921 -0.08
C 3.721 -7.021 1.915 -0.14
N 3.436 -7.031 3.204 0.06
C 2.168 -7.038 3.568 -0.14
C 1.112 -7.021 2.666 -0.08
H 0.929 -4.833 -1.836 0.11
H 0.779 -2.368 -1.730 0.11
H -1.118 -2.507 1.938 0.12
H -0.998 -4.977 1.995 0.11
H 3.019 -6.986 -0.124 0.10
H 4.773 -7.033 1.664 0.11
H 1.985 -7.058 4.634 0.11
H 0.089 -7.046 3.004 0.10
```

# 4
The following is a DFT calculation (ωB97M-V/def2-TZVPD) of a molecular structure, C47H41BN2O2RhS2Sb.

- Molar mass: 965.47 g mol⁻¹
- Max |F|: 0.8 eV/A
- Highest occupied orbital energy: -0.2954 Eh
- Total charge: 0

```
97
Properties=species:S:1:pos:R:3:lowdin_charge:R:1
Rh 0.335 0.556 2.332 0.55
S 1.384 -0.263 4.250 0.67
C 2.306 1.172 3.956 -1.07
N 2.015 1.808 2.843 -0.10
C 2.873 2.874 2.620 -0.29
C 2.913 3.682 1.488 -0.01
C 3.834 4.710 1.438 -0.08
C 4.722 4.936 2.493 -0.09
C 4.717 4.117 3.606 -0.09
C 3.792 3.081 3.655 -0.46
S 3.589 1.863 4.885 1.06
H 2.250 3.487 0.660 0.10
H 3.872 5.346 0.563 0.10
H 5.435 5.747 2.431 0.10
H 5.420 4.273 4.414 0.11
N -8.482 -3.997 2.716 0.15
C -7.435 -3.524 2.672 -0.19
C -6.127 -2.931 2.612 -0.24
C -5.086 -3.600 1.971 -0.02
C -3.833 -3.023 1.905 -0.02
C -3.594 -1.766 2.472 -0.23
C -4.645 -1.113 3.126 -0.03
C -5.899 -1.687 3.195 -0.02
C -2.310 -1.146 2.378 -0.11
C -1.234 -0.587 2.304 -0.22
H -5.265 -4.572 1.532 0.12
H -3.021 -3.545 1.418 0.12
H -4.462 -0.149 3.581 0.11
H -6.708 -1.177 3.700 0.12
C 3.701 -4.877 -3.560 -0.05
C 3.690 -5.108 -2.043 -0.56
C 5.058 -5.645 -1.600 -0.05
C 2.634 -6.169 -1.732 -0.07
C 3.408 -3.786 -1.326 -0.17
C 4.264 -2.700 -1.537 -0.03
C 4.073 -1.461 -0.934 0.02
C 2.983 -1.339 -0.106 -0.21
O 2.522 -0.233 0.569 0.13
B 1.371 -0.669 1.241 -0.77
O 1.144 -2.019 0.999 0.16
C 2.140 -2.406 0.134 -0.18
C 2.321 -3.635 -0.459 0.07
H 3.889 -5.817 -4.083 0.08
H 4.475 -4.168 -3.856 0.08
H 2.738 -4.486 -3.896 0.08
H 5.264 -6.602 -2.085 0.08
H 5.082 -5.796 -0.519 0.09
H 5.862 -4.955 -1.860 0.08
H 2.865 -7.082 -2.284 0.09
H 1.636 -5.843 -2.030 0.09
H 2.613 -6.420 -0.670 0.09
H 5.115 -2.820 -2.196 0.11
H 4.740 -0.628 -1.117 0.12
H 1.630 -4.438 -0.251 0.12
C -1.047 4.336 1.701 -0.06
C -0.562 4.516 0.288 -0.31
C -0.360 5.804 -0.200 -0.05
C 0.051 6.026 -1.505 -0.08
C 0.253 4.952 -2.356 -0.08
C 0.059 3.661 -1.886 -0.13
C -0.324 3.430 -0.567 -0.31
Sb -0.724 1.458 0.160 1.65
C -0.204 0.204 -1.486 -0.30
C 1.025 0.496 -2.082 -0.15
C 1.538 -0.291 -3.102 -0.08
C 0.823 -1.398 -3.526 -0.07
C -0.386 -1.706 -2.923 -0.04
C -0.919 -0.928 -1.897 -0.28
C -2.202 -1.365 -1.250 -0.03
C -2.845 1.692 0.202 -0.30
C -3.440 1.644 1.462 -0.16
C -4.792 1.897 1.625 -0.09
C -5.567 2.195 0.514 -0.07
C -4.980 2.250 -0.738 -0.05
C -3.616 2.018 -0.919 -0.30
C -3.043 2.168 -2.303 -0.05
H -0.983 5.273 2.254 0.08
H -0.463 3.591 2.247 0.05
H -2.090 4.009 1.711 0.07
H -0.529 6.646 0.461 0.11
H 0.203 7.039 -1.858 0.10
H 0.554 5.113 -3.383 0.10
H 0.197 2.832 -2.567 0.09
H 1.615 1.333 -1.730 0.10
H 2.496 -0.049 -3.542 0.11
H 1.208 -2.029 -4.317 0.10
H -0.938 -2.581 -3.246 0.11
H -2.728 -2.079 -1.883 0.09
H -2.874 -0.533 -1.039 0.06
H -1.984 -1.841 -0.294 0.07
H -2.844 1.378 2.326 0.08
H -5.238 1.854 2.611 0.10
H -6.628 2.381 0.621 0.11
H -5.587 2.482 -1.606 0.11
H -3.776 1.877 -3.055 0.09
H -2.148 1.567 -2.458 0.05
H -2.773 3.211 -2.487 0.09
```

# 5
The following is a DFT calculation (ωB97M-V/def2-TZVPD) of a molecular structure, C47H42CeN6O4.

- Molar mass: 895.01 g mol⁻¹
- Max |F|: 2.9 eV/A
- Expectation value of S²: 0.751
- Highest occupied orbital energy (spin up / spin down): -0.3472 / -0.3860 Eh
- Total charge: +1
- Multiplicity: 2

```
100
Properties=species:S:1:pos:R:3:lowdin_charge:R:1
Ce -1.012 0.337 -1.330 1.17
N 0.914 -3.503 -2.456 0.17
C 0.460 -2.277 -2.737 -0.10
N -0.736 -1.858 -2.469 0.04
C -1.644 -2.740 -1.892 -0.27
N -2.800 -2.345 -1.444 0.10
N -3.046 -1.021 -1.557 -0.09
C -3.966 -0.519 -0.807 -0.05
C -4.257 0.893 -0.973 -0.26
C -5.357 1.505 -0.367 0.01
C -5.622 2.836 -0.641 -0.03
C -4.816 3.500 -1.555 -0.03
C -3.736 2.822 -2.102 -0.12
N -3.426 1.570 -1.794 0.05
C -1.258 -4.121 -1.683 -0.09
C -2.135 -5.081 -1.168 -0.01
C -1.664 -6.332 -0.835 -0.05
C -0.315 -6.643 -0.999 -0.05
C 0.563 -5.720 -1.530 -0.01
C 0.091 -4.459 -1.889 -0.17
H 1.893 -3.718 -2.600 0.14
H 1.149 -1.599 -3.232 0.15
H -4.548 -1.121 -0.110 0.15
H -5.986 0.936 0.298 0.12
H -6.451 3.342 -0.168 0.12
H -5.015 4.520 -1.840 0.11
H -3.095 3.291 -2.840 0.11
H -3.168 -4.809 -1.024 0.12
H -2.340 -7.073 -0.439 0.11
H 0.048 -7.617 -0.713 0.11
H 1.607 -5.964 -1.665 0.12
C 1.165 -3.630 1.749 0.04
C 0.297 -2.398 1.450 -0.52
C -1.181 -2.786 1.485 0.05
O 0.661 -1.803 0.190 -0.02
C 1.554 -0.739 0.553 -0.15
C 0.845 -0.180 1.803 -0.13
O 0.557 -1.417 2.442 0.00
C -0.459 0.670 1.647 -0.37
O -1.300 0.170 0.679 -0.34
C -1.244 0.681 2.978 -0.12
C -0.689 0.465 4.230 -0.02
C -1.501 0.443 5.354 -0.07
C -2.864 0.647 5.244 -0.09
C -3.417 0.904 4.001 -0.07
C -2.610 0.918 2.882 -0.02
C -0.150 2.161 1.445 -0.11
C -1.048 2.890 0.665 -0.05
C -0.980 4.272 0.602 -0.08
C 0.004 4.949 1.300 -0.08
C 0.909 4.234 2.068 -0.06
C 0.832 2.855 2.151 -0.01
C 2.037 0.085 -0.678 -0.39
O 1.030 0.546 -1.478 -0.33
C 2.958 -0.802 -1.547 -0.14
C 3.256 -0.290 -2.809 -0.03
C 4.025 -1.000 -3.712 -0.06
C 4.501 -2.258 -3.376 -0.08
C 4.225 -2.773 -2.123 -0.09
C 3.469 -2.049 -1.211 -0.04
C 2.925 1.242 -0.178 -0.12
C 4.088 1.042 0.556 -0.02
C 4.893 2.116 0.898 -0.06
C 4.554 3.402 0.510 -0.08
C 3.395 3.609 -0.217 -0.08
C 2.592 2.536 -0.556 -0.03
H 0.981 -4.406 1.009 0.07
H 0.907 -4.003 2.735 0.10
H 2.220 -3.372 1.745 0.08
H -1.370 -3.675 0.893 0.07
H -1.771 -1.947 1.117 0.08
H -1.445 -2.978 2.521 0.11
H 2.465 -1.193 0.976 0.14
H 1.562 0.343 2.436 0.15
H 0.368 0.289 4.345 0.11
H -1.065 0.264 6.326 0.11
H -3.496 0.616 6.119 0.10
H -4.476 1.095 3.902 0.10
H -3.035 1.096 1.901 0.10
H -1.876 2.355 0.183 0.09
H -1.723 4.815 0.034 0.11
H 0.045 6.029 1.271 0.11
H 1.674 4.759 2.620 0.11
H 1.534 2.338 2.786 0.12
H 2.857 0.678 -3.071 0.13
H 4.262 -0.571 -4.674 0.11
H 5.081 -2.830 -4.084 0.11
H 4.614 -3.740 -1.839 0.11
H 3.285 -2.491 -0.243 0.10
H 4.387 0.050 0.862 0.12
H 5.798 1.944 1.462 0.11
H 5.199 4.230 0.756 0.10
H 3.124 4.609 -0.528 0.10
H 1.685 2.667 -1.131 0.09
C 0.266 4.995 -2.499 -0.01
C -0.248 3.667 -2.448 -0.18
N -0.676 2.602 -2.398 0.14
H 0.913 5.162 -1.638 0.08
H -0.553 5.714 -2.470 0.10
H 0.842 5.142 -3.410 0.11
```